Entry from OMol25: a structure of composition C33H40Br2N4PbSSi3 (ωB97M-V/def2-TZVPD).

Geometry as XYZ:
```
84
Properties=species:S:1:pos:R:3:forces:R:3
Pb -0.015 -0.105 -0.028 0.71 -0.07 -0.58
Br 1.143 -0.003 7.232 -0.07 0.03 -0.57
C 0.872 0.034 5.356 -0.07 -0.02 0.07
C -0.415 0.039 4.829 0.28 -0.03 0.18
C -0.541 0.050 3.452 -0.10 -0.09 0.38
N 0.483 0.063 2.614 0.29 0.11 -0.08
C 1.727 0.063 3.112 -0.26 0.02 0.69
C 1.956 0.047 4.488 -0.17 -0.03 0.05
C 2.837 0.101 2.139 0.80 0.00 -0.28
C 4.181 0.046 2.514 -0.01 0.00 -0.09
C 5.158 0.128 1.528 0.08 0.04 -0.06
Br 6.999 0.040 1.983 -0.56 0.04 -0.09
C 4.775 0.280 0.201 0.15 -0.06 0.28
C 3.420 0.298 -0.071 0.32 0.00 0.14
N 2.486 0.205 0.857 0.06 0.22 0.46
H -1.278 0.021 5.473 -0.12 0.02 0.04
H -1.520 0.030 2.996 -0.17 0.03 0.01
H 2.950 0.044 4.903 0.10 0.02 -0.05
H 4.492 -0.056 3.540 -0.03 -0.02 0.13
H 5.508 0.367 -0.582 0.08 0.00 -0.14
H 3.061 0.380 -1.080 0.04 0.03 -0.21
C 1.620 -1.267 -5.094 -0.20 -0.14 0.69
Si 1.062 -1.438 -3.287 -0.28 0.03 -0.25
C -0.095 -2.942 -3.078 0.34 0.60 -0.17
C 2.580 -1.950 -2.256 -0.53 0.40 -0.31
C 0.134 0.169 -2.696 -0.79 0.10 -1.41
Si -1.571 0.354 -3.352 0.87 0.34 0.32
C -3.276 -1.999 -1.466 -0.28 0.24 -0.02
C -2.776 1.655 -2.662 0.73 -0.31 -0.13
C -2.386 -0.489 -4.853 0.37 -0.24 0.80
Si 1.019 1.892 -2.858 -0.69 -0.20 -0.25
C 0.400 2.770 -4.435 0.28 -0.22 0.60
C 2.924 2.046 -2.929 -0.58 -0.29 0.08
C 0.414 2.938 -1.362 0.32 0.13 -0.63
C 0.509 4.323 -1.450 0.01 0.00 0.07
C 0.115 5.127 -0.396 -0.04 -0.15 0.08
C -0.379 4.516 0.747 0.00 -0.04 -0.12
C -0.451 3.135 0.765 -0.07 0.26 0.20
N -0.072 2.366 -0.252 -0.15 0.13 0.03
H 2.145 -2.166 -5.399 0.13 -0.22 -0.06
H 2.304 -0.437 -5.234 0.18 0.25 0.04
H 0.797 -1.126 -5.785 -0.28 0.04 -0.10
H 0.413 -3.840 -3.411 0.19 -0.18 -0.14
H -1.017 -2.875 -3.641 -0.26 0.01 -0.18
H -0.348 -3.099 -2.037 -0.04 0.00 0.31
H 2.848 -2.966 -2.529 -0.06 -0.22 -0.15
H 2.391 -1.944 -1.189 -0.04 -0.01 0.26
H 3.451 -1.339 -2.453 0.24 0.20 -0.03
H -2.386 -1.910 -2.079 0.16 -0.13 -0.14
H -3.760 -2.954 -1.656 0.09 -0.06 -0.11
H -3.967 -1.199 -1.723 -0.14 0.07 -0.06
H -2.383 2.139 -1.774 0.15 0.04 0.14
H -3.753 1.249 -2.411 -0.07 -0.26 -0.09
H -2.944 2.429 -3.407 -0.05 0.10 -0.24
H -1.984 -1.480 -5.047 0.13 -0.09 -0.04
H -2.201 0.101 -5.749 0.14 0.27 -0.01
H -3.467 -0.587 -4.754 -0.04 0.13 0.18
H 0.537 2.140 -5.307 0.10 -0.26 -0.18
H 0.961 3.678 -4.624 0.14 0.25 -0.01
H -0.646 3.050 -4.396 -0.35 0.03 0.10
H 3.414 1.126 -3.228 0.13 -0.26 -0.06
H 3.358 2.375 -1.990 -0.02 0.00 0.17
H 3.190 2.790 -3.676 -0.14 0.11 -0.14
H 0.896 4.766 -2.353 0.07 0.12 -0.16
H 0.190 6.202 -0.460 0.00 0.10 -0.01
H -0.706 5.096 1.595 -0.01 0.00 0.10
H -0.824 2.616 1.635 -0.06 -0.07 0.21
S -4.452 -2.173 0.991 0.32 0.38 0.00
C -4.414 -0.595 1.520 0.04 -0.75 -0.23
C -3.308 0.152 1.106 0.31 0.27 -0.20
C -2.401 -0.510 0.314 -0.82 0.00 -0.09
C -2.856 -1.886 0.006 -0.48 -0.05 0.23
C -1.851 -2.967 0.327 0.03 -0.52 0.31
C -2.238 -4.300 0.411 0.13 0.07 0.03
C -1.289 -5.249 0.755 0.10 0.15 -0.06
C 0.014 -4.838 0.992 -0.11 0.10 -0.03
C 0.315 -3.496 0.838 0.11 -0.31 0.06
N -0.590 -2.585 0.508 -0.60 -0.25 0.22
H -5.211 -0.233 2.145 -0.24 0.15 0.14
H -3.212 1.186 1.393 0.03 0.17 0.10
H -3.262 -4.592 0.229 -0.09 -0.06 0.00
H -1.559 -6.290 0.841 -0.06 -0.09 0.02
H 0.773 -5.536 1.300 0.14 -0.10 -0.01
H 1.314 -3.121 0.996 0.25 0.00 0.02
```
Positions in Å, forces in eV/Å.

Summary:
E_HOMO	-0.4503	Eh
Kohn-Sham gap	5.470	eV
net charge	+2
DFT total energy	-220618.8964	eV

Mulliken atomic charge list, values in e, 6 entries: 0.95, -0.09, -0.43, -0.77, -0.34, 0.48

Entry from OMol25: an isolated molecule of C5H13NO (ωB97M-V/def2-TZVPD).

Geometry as XYZ:
```
20
Properties=species:S:1:pos:R:3:forces:R:3
C -0.478 0.574 -1.906 -3.26 -1.96 0.72
C -0.392 0.227 -0.391 4.09 1.08 0.59
C 0.756 -0.768 0.006 0.91 0.27 -1.97
C 0.644 -2.212 -0.506 0.66 -0.43 6.41
N -0.165 1.501 0.349 0.26 1.17 0.57
C -0.176 1.580 1.877 0.16 -1.39 -2.63
O -0.934 0.486 2.380 -0.25 0.37 0.29
H -1.615 0.567 -2.044 1.32 0.46 -0.21
H -0.224 -0.325 -2.499 0.60 0.80 -0.01
H -0.160 1.546 -2.248 0.70 -0.07 0.11
H -1.227 -0.315 -0.115 -2.55 -0.30 0.67
H 1.540 -0.402 -0.648 1.05 0.66 0.73
H 0.989 -0.762 1.094 -0.11 0.27 -0.91
H -0.084 -2.606 0.251 -0.02 -0.50 -1.15
H 1.573 -2.816 -0.217 -1.05 0.96 -1.03
H 0.315 -2.294 -1.452 -0.91 -0.54 -3.30
H 0.748 1.965 0.099 -1.41 -1.06 -0.27
H 0.883 1.450 2.195 -0.77 0.18 0.41
H -0.558 2.607 2.082 -0.01 -0.99 0.47
H -1.434 -0.004 1.692 0.59 1.02 0.51
```
Positions in Å, forces in eV/Å.

Summary:
SMILES	CC[C@H](C)NCO
E_HOMO	-0.3135	Eh
Kohn-Sham gap	9.534	eV
DFT total energy	-8931.3221	eV

Mulliken atomic charge list, values in e, 6 entries: -1.21, -0.17, -0.18, -1.33, -0.43, -0.29

Entry from OMol25: a cluster of 2 separate species, C19H29BO9 in total (ωB97M-V/def2-TZVPD).

Geometry as XYZ:
```
58
Properties=species:S:1:pos:R:3:forces:R:3
C -0.818 1.477 1.679 0.15 0.41 0.04
C -0.579 1.801 0.537 0.98 -1.02 -0.59
C -0.027 1.929 -0.879 -0.90 1.21 0.60
C -1.047 1.468 -1.974 -0.25 0.39 0.63
C -1.527 -0.023 -1.839 1.09 0.97 0.22
C -0.987 -1.023 -2.912 -2.17 -1.83 -1.01
C -2.251 -1.982 -3.178 0.39 -0.33 0.22
B -2.626 -2.939 -1.949 -0.13 -0.57 0.77
O -1.855 -4.038 -1.597 -0.87 0.69 -0.25
O -3.757 -2.685 -1.138 1.20 0.56 -0.66
C -0.656 -0.511 -4.354 -0.61 1.17 1.64
O 0.705 -0.035 -4.200 0.68 0.54 0.20
C 1.298 -0.513 -3.030 -1.29 -1.06 -1.41
O 2.236 -0.036 -2.476 -0.46 -0.09 -0.53
C 0.391 -1.745 -2.638 -1.27 0.74 2.25
C 0.642 -2.163 -1.186 -0.06 -0.88 -1.06
C 0.824 -2.879 -0.227 0.14 0.21 -0.12
O 0.324 -2.865 -3.501 1.55 0.77 -0.23
C 1.528 -3.127 -4.236 0.34 -1.12 -0.12
C 2.768 -3.550 -3.354 1.33 0.07 -1.37
C 3.956 -2.495 -3.425 -0.66 -0.47 1.07
O 3.306 -4.773 -3.941 -0.40 0.44 0.08
H -0.921 1.284 2.746 -0.11 0.17 -0.91
H 0.982 1.481 -0.971 -0.73 -0.05 0.23
H 0.113 3.029 -1.032 0.05 -0.80 0.00
H -1.947 2.119 -1.844 0.68 -0.43 -0.15
H -0.617 1.740 -2.960 -0.26 -0.44 0.49
H -2.641 -0.006 -1.807 0.84 -0.17 -0.37
H -1.222 -0.362 -0.815 -0.16 0.02 -0.81
H -2.097 -2.576 -4.104 0.02 0.18 0.69
H -3.128 -1.316 -3.381 0.74 -0.36 0.07
H -2.182 -4.413 -0.762 0.11 0.11 -0.37
H -3.930 -1.732 -1.212 -0.41 -0.50 0.07
H -0.785 -1.219 -5.194 0.52 0.07 0.80
H -1.394 0.308 -4.530 1.06 -0.03 -0.19
H 1.025 -3.566 0.596 -0.23 0.80 -0.58
H 1.306 -4.022 -4.865 -0.06 0.62 0.64
H 1.782 -2.320 -4.973 -0.24 -0.23 0.85
H 2.499 -3.821 -2.318 -0.07 0.31 -0.66
H 4.074 -2.077 -2.400 -0.06 0.25 -0.92
H 3.726 -1.718 -4.181 0.40 -0.29 0.60
H 4.921 -3.009 -3.642 -0.81 0.30 -0.02
H 3.774 -4.479 -4.736 -0.07 -0.31 0.20
C 1.051 3.800 8.697 -0.28 -0.08 0.04
C 1.390 4.197 7.274 0.31 0.17 0.45
O 0.594 3.473 6.326 -0.12 0.05 -0.22
C -0.663 3.904 6.184 0.16 -0.16 0.11
O -1.165 4.833 6.761 0.02 -0.06 -0.12
O -1.275 3.107 5.299 0.09 0.10 0.02
C -2.660 3.399 5.121 -0.39 -0.01 -0.14
H 1.128 2.718 8.820 0.15 0.04 -0.02
H 1.726 4.287 9.402 0.02 -0.02 -0.05
H 0.029 4.080 8.950 0.06 0.10 -0.03
H 2.428 3.939 7.060 -0.15 -0.14 -0.22
H 1.285 5.272 7.120 -0.19 -0.07 -0.04
H -2.817 4.449 4.876 0.06 -0.03 0.15
H -3.216 3.129 6.020 0.02 0.16 0.00
H -3.023 2.794 4.292 0.25 -0.07 0.03
```
Positions in Å, forces in eV/Å.

Summary:
SMILES	C#CCCC[C@@]1(CB(O)O)COC(=O)[C@]1(C#C)OC[C@H](C)O.CCOC(=O)OC
E_HOMO	-0.3620	Eh
Kohn-Sham gap	10.310	eV
DFT total energy	-39274.3738	eV

Mulliken atomic charge list, values in e, 6 entries: 0.05, -0.68, -0.45, -1.07, -0.53, 1.61

Entry from OMol25: the ion C8H11N4 with charge +1 (ωB97M-V/def2-TZVPD).

Geometry as XYZ:
```
23
Properties=species:S:1:pos:R:3:forces:R:3
C -0.054 2.429 -0.139 1.83 -1.27 3.25
C -0.573 2.677 -1.318 -1.77 1.96 -1.27
C 0.030 0.576 -1.523 -0.45 -0.14 1.93
C 0.328 0.992 -0.188 1.15 0.15 -1.49
C 0.064 -2.259 -0.666 -0.04 -1.48 -2.77
C -1.092 -2.081 -0.048 0.66 0.44 0.38
C 1.783 -1.212 0.568 -2.52 3.51 0.71
C 1.036 0.244 0.809 -0.87 0.00 -1.54
N 1.318 -2.127 -0.127 0.89 -0.84 0.71
N -0.578 1.576 -2.121 -1.27 0.76 -2.32
N 1.092 0.870 1.963 1.65 -4.49 1.37
N -1.154 -1.552 1.222 -0.02 -1.28 3.40
H 0.157 3.153 0.721 -0.59 -1.08 -1.65
H -1.109 3.549 -1.631 0.19 0.39 -0.24
H -0.104 -0.402 -1.896 0.57 -0.68 -0.45
H 0.094 -2.792 -1.653 -0.21 0.62 0.97
H -2.081 -2.223 -0.459 0.28 -0.40 -0.60
H 2.669 -1.169 1.149 1.22 -0.65 0.00
H -1.125 1.588 -3.037 1.40 -0.41 1.80
H 0.657 1.731 2.056 -0.96 1.64 0.54
H 1.218 0.231 2.789 0.17 1.62 -0.86
H -0.486 -1.976 2.010 -1.54 1.04 -2.58
H -2.090 -1.823 1.520 0.23 0.60 0.70
```
Positions in Å, forces in eV/Å.

Summary:
SMILES	N/C(=C/N=C\C=[NH2+])c1cc[nH]c1
E_HOMO	-0.4332	Eh
Kohn-Sham gap	7.258	eV
net charge	+1
DFT total energy	-14425.7461	eV

Mulliken atomic charge list, values in e, 6 entries: -0.94, -0.65, -0.72, 1.11, -0.79, -0.01